1.
Computed, not measured: a structure of composition C30H51BrN4P2Ti at a distorted geometry, with ωB97M-V/def2-TZVPD.

```
89
Properties=species:S:1:pos:R:3:mulliken_charge:R:1
Br -0.74730 1.41571 2.93618 -0.006
Ti 1.09103 -1.15635 -0.19290 -0.641
P -1.37147 4.29980 0.18527 -0.153
P -1.61477 -1.47518 0.32324 1.266
N 2.14177 -2.22484 2.70254 0.402
N 1.24143 -3.00988 0.73819 0.196
N 1.48845 -4.49675 2.53811 0.109
N 4.51926 0.55828 -6.87052 -0.495
C -3.39862 -3.65534 -0.43390 -1.449
C -0.19703 4.40163 -1.20799 0.089
C -1.95655 -3.20723 -0.20283 0.191
C 1.63048 -3.26248 2.00248 0.246
C -3.93178 3.30755 0.58085 -1.644
C 1.47923 1.88421 1.08313 -0.552
C 4.41093 -0.92968 -4.93596 -0.528
C 2.61652 -0.51730 -1.74910 -0.577
C 2.38657 1.11892 0.27001 -0.638
C -0.15018 5.61623 2.42026 -1.454
C 2.39186 -5.00333 3.57897 -1.123
C 3.52941 1.30421 -6.31422 -0.336
C 2.97317 -0.42095 -2.96341 0.826
C -2.67181 -0.54205 -0.84160 0.801
C 0.66402 -5.51477 1.85664 -0.865
C 2.94107 1.03287 -5.06041 -0.422
C -2.51973 2.91140 0.11731 1.024
C 0.55339 0.59950 -1.26387 -1.158
C 2.24624 -0.97241 1.93314 -1.448
C 4.92156 -0.53114 -6.19329 -0.253
C 0.15655 1.58999 0.90761 -1.848
C 2.27450 -2.14103 4.15119 -1.178
C -2.37651 -0.64910 -2.32919 -1.248
C -0.30375 1.24247 -0.38071 -0.403
C -0.66571 4.29774 1.84285 0.841
C -2.78712 -1.33224 1.80307 -0.451
C 1.92914 0.56286 -0.95762 1.245
C -4.29517 -1.10823 1.60180 -1.287
C -0.39721 5.69882 -2.05363 -1.290
C 3.41580 -0.11591 -4.29132 0.087
H 3.21460 2.17255 -6.93348 0.360
H 0.79795 -6.49640 2.35405 0.387
H -3.16397 -0.11742 -2.89005 0.425
H 0.17919 -0.10584 -2.12125 -0.062
H 5.71751 -1.12154 -6.69612 0.356
H -4.01329 -3.62453 0.47541 0.300
H -4.79433 -1.79399 0.90089 0.314
H 2.16414 1.73133 -4.70713 0.384
H 1.00248 -3.82222 0.18205 -0.018
H -2.63836 2.64887 -0.92279 0.411
H -0.36977 3.51241 -1.81859 0.042
H -2.37281 -0.45455 2.31811 -0.047
H -4.48507 -0.06836 1.30874 0.187
H 1.23882 -0.42510 1.86918 0.506
H 2.95360 -0.30870 2.43585 0.769
H -3.70943 -0.80746 -0.66033 0.905
H -1.43824 -0.13665 -2.54431 0.126
H -3.90154 -3.09381 -1.23429 0.315
H -2.35287 -1.70038 -2.65419 0.322
H 0.83809 4.29519 -0.86926 0.353
H -0.38991 6.60976 -1.42696 0.353
H -2.58496 -2.21909 2.42264 0.601
H -1.47171 -3.84240 0.55726 -0.431
H 3.49428 1.08946 0.44934 0.568
H -4.61218 2.46198 0.38847 0.380
H -0.91705 6.37790 2.52201 0.385
H 3.18548 -2.59707 4.54285 0.334
H -1.44000 3.88295 2.50867 0.360
H -2.53556 0.49685 -0.52723 -1.025
H 2.72919 -1.22107 0.91610 0.342
H -1.22610 1.35826 -0.91529 1.968
H -3.35461 -4.70459 -0.75280 0.469
H -3.97110 3.55440 1.65790 0.296
H -1.39113 -3.30218 -1.13992 0.460
H 3.38045 -4.50879 3.49449 0.352
H 1.87769 2.48114 1.88748 0.703
H 1.41447 -2.60185 4.64696 0.435
H 0.21798 3.64929 1.88346 -0.618
H 0.29157 5.37404 3.40977 0.365
H -4.76650 -1.26125 2.57955 0.417
H 4.83921 -1.82158 -4.45288 0.391
H -2.16966 2.11811 0.75915 -0.625
H 0.38915 5.82526 -2.80853 0.416
H -0.40502 -5.22690 1.90051 0.174
H 2.00664 -4.84861 4.60013 0.334
H 2.28339 -1.08528 4.40909 0.435
H 0.97129 -5.61881 0.79887 0.388
H -1.36273 5.67240 -2.59551 0.329
H 0.67138 5.95879 1.77437 0.344
H 2.56733 -6.08413 3.42601 0.421
H -4.20567 4.17360 -0.03884 0.465
```

Values from the calculation:
M in g/mol: 657.49
Kohn-Sham gap (spin up / spin down) in eV: 4.9 / 4.9
2S+1: 3
Highest occupied orbital energy (spin up / spin down) in hartree: -0.4276 / -0.4279
Net charge: +2
Total energy in eV: -149610.448
<S²>: 2.021

2.
Computed, not measured: the molecule C5H8N2 at a distorted geometry, with ωB97M-V/def2-TZVPD.

```
15
Properties=species:S:1:pos:R:3:mulliken_charge:R:1
N -1.93315 1.57791 -0.50478 -0.677
N -1.22185 -2.19118 -0.52176 -0.446
C 0.39518 1.06235 -0.15675 -0.475
C -0.26350 -1.79665 -0.00733 0.246
C -0.89755 0.89105 0.13649 -0.150
C 1.46897 0.03118 0.07653 -0.357
C 0.95798 -1.29996 0.65873 -0.583
H 1.91098 -0.16321 -0.91034 0.278
H -1.23224 0.18190 0.88575 0.399
H 0.64875 1.88980 -0.81778 0.322
H 0.74679 -1.18844 1.72822 0.273
H -1.75965 1.57258 -1.50118 0.246
H -2.83248 1.14486 -0.34449 0.269
H 1.71649 -2.08439 0.56459 0.347
H 2.29528 0.37219 0.71410 0.309
```

Values from the calculation:
M in g/mol: 96.13
Kohn-Sham gap in eV: 9.2
Highest occupied orbital energy in hartree: -0.3045
Total energy in eV: -8293.853

3.
Computed, not measured: a cluster of 6 separate species, C26H42F6O16 in total at a distorted geometry, with ωB97M-V/def2-TZVPD.

```
90
Properties=species:S:1:pos:R:3:mulliken_charge:R:1
F 15.75145 2.18618 -15.02957 -0.245
F 22.63447 6.54740 -8.00217 -0.207
F 23.49480 7.74497 -9.65855 -0.258
F 15.55198 0.71897 -13.44711 -0.216
F 21.53675 6.78041 -9.87486 -0.198
F 17.56202 1.23419 -14.23854 -0.227
O 24.37500 0.42656 -15.49889 -0.609
O 21.80433 3.54771 -4.23330 -0.622
O 20.95679 5.36260 -5.48024 -0.292
O 19.79758 3.46204 -5.25760 -0.372
O 22.29896 -0.35541 -14.98583 -0.342
O 20.73169 8.55856 -7.61008 -0.540
O 20.81132 2.21000 -8.48164 -0.595
O 21.30081 3.85739 -9.98844 -0.038
O 24.30229 5.07516 -13.30315 -0.054
O 16.57670 4.03076 -13.28452 -0.507
O 27.27483 -0.44823 -11.00081 -0.379
O 26.00412 2.81993 -12.13836 -0.074
O 16.47617 2.48458 -11.58978 -0.265
O 22.01500 1.82978 -10.41775 -0.415
O 22.01858 9.81452 -9.04562 -0.209
O 22.53766 1.10071 -16.58670 -0.363
C 23.14262 0.40040 -15.61811 0.693
C 20.41177 1.06499 -17.58492 -1.542
C 21.18389 1.14597 -16.25568 0.625
C 20.90270 4.08018 -4.92423 0.543
C 19.75233 5.66628 -6.10465 -0.220
C 17.60253 4.31699 -5.87917 -1.654
C 22.10077 12.22406 -9.17331 -1.208
C 22.35131 7.38017 -9.00092 1.017
C 16.53366 3.39604 -10.58888 -0.483
C 26.91384 1.71211 -12.13375 -0.571
C 16.50470 2.89411 -12.89054 0.367
C 21.60993 8.62002 -8.44947 0.241
C 26.37852 0.71045 -11.10589 -0.376
C 22.56768 2.08483 -12.80694 -1.651
C 21.40681 2.60518 -9.48073 0.429
C 21.92339 4.04853 -11.24517 -0.431
C 26.97923 -1.34508 -9.94794 -0.711
C 26.40991 3.70754 -13.15440 -0.670
C 25.70491 5.12261 -13.03617 -0.784
C 16.31064 1.68321 -13.90851 0.838
C 20.99679 -0.05188 -15.27963 -0.301
C 19.07824 4.29067 -6.15482 1.578
C 22.61933 2.69505 -11.37827 1.036
C 21.30682 10.99932 -8.70500 -0.199
C 23.94222 5.93007 -14.36196 -0.889
C 17.93318 3.47002 -9.96865 -0.604
H 19.30658 3.87108 -7.13457 -0.537
H 22.88077 6.15833 -14.26543 0.210
H 21.45652 13.00132 -8.76234 0.365
H 25.90923 -1.52298 -9.84051 0.283
H 26.23749 3.30101 -14.15095 0.337
H 24.18273 5.30132 -15.21924 0.336
H 27.43819 -2.32077 -10.10755 0.268
H 20.37657 11.01647 -9.27284 0.279
H 18.12239 2.53948 -9.43350 0.375
H 16.16537 4.38038 -10.87786 0.395
H 25.83034 5.45286 -12.00501 0.284
H 17.07727 3.43598 -6.24800 0.391
H 20.53165 -0.91843 -15.74955 0.384
H 24.42198 6.90403 -14.45861 0.323
H 18.79270 3.51773 -10.63728 -0.020
H 18.11906 4.21257 -9.19265 0.281
H 21.58557 2.22060 -13.25983 0.431
H 21.18591 4.16350 -12.03953 0.284
H 23.12070 12.19199 -8.79014 0.322
H 19.90588 6.03886 -7.11742 0.150
H 21.18861 10.97622 -7.62168 0.330
H 23.67569 2.86405 -11.16942 -0.108
H 20.40953 0.05408 -17.99253 0.375
H 26.91664 1.14963 -13.06741 0.307
H 20.61313 1.89585 -18.26110 0.345
H 27.93059 2.05299 -11.93852 0.306
H 20.84193 2.06156 -15.77313 0.204
H 27.32476 -0.93472 -8.99910 0.283
H 27.44991 4.03362 -13.14193 0.497
H 19.37002 1.19369 -17.29112 0.401
H 26.35257 5.78399 -13.61170 0.502
H 17.43647 4.44350 -4.80935 0.411
H 15.81728 2.99257 -9.87325 0.256
H 17.04372 5.08595 -6.41258 0.373
H 19.21307 6.40830 -5.51583 0.245
H 25.38433 0.37390 -11.39985 0.223
H 20.52813 0.29080 -14.35712 0.237
H 26.29471 1.22207 -10.14707 0.378
H 22.61513 4.88175 -11.12135 0.072
H 22.71638 1.00604 -12.85396 0.525
H 22.22809 12.33380 -10.25026 0.317
H 23.39353 2.55082 -13.34447 0.334
```

Values from the calculation:
M in g/mol: 724.59
Kohn-Sham gap in eV: 10.0
Highest occupied orbital energy in hartree: -0.3573
Total energy in eV: -76705.513

4.
Computed, not measured: a structure of composition C4H5B3F15O2Sn at a distorted geometry, with ωB97M-V/def2-TZVPD.

```
30
Properties=species:S:1:pos:R:3:mulliken_charge:R:1
Sn -1.30144 -0.73852 -1.47325 1.635
F -2.44459 1.51809 0.47605 -0.257
F -0.89588 -0.10371 -4.12094 -0.367
F 1.58226 -4.14668 -0.27004 -0.343
F -3.76947 3.01006 -0.71243 -0.308
F 0.05587 -3.80422 -1.92939 -0.335
F -0.46434 -2.26356 -3.78328 -0.283
F -3.87217 0.69762 -1.08381 -0.384
F 1.28509 -2.04042 2.57245 -0.248
F 3.01185 -0.79925 2.96327 -0.275
F 1.31232 -2.01978 -1.19351 -0.388
F 0.44081 -1.22598 -5.63091 -0.342
F 2.70740 -1.62586 0.98934 -0.204
F -0.31493 -2.85183 0.11232 -0.435
F -2.05010 1.87455 -1.74731 -0.392
F 1.20113 -0.66199 -3.52173 -0.329
O 1.61783 1.18539 2.23836 -0.346
O 0.40664 0.01910 0.75672 -0.350
C -0.41400 2.36155 2.87688 -1.031
C 2.09655 -1.12156 2.04124 0.882
C 1.24360 0.09741 1.61654 0.278
C 0.84953 2.39267 2.05120 -0.178
B -3.07890 1.82908 -0.75027 0.444
B 0.11127 -1.09728 -4.28504 0.483
B 0.69273 -3.24438 -0.83405 0.582
H -0.78706 3.36579 3.07146 0.368
H 0.68380 2.49878 0.97785 0.290
H -1.20887 1.80002 2.39991 0.195
H -0.19491 1.88487 3.83543 0.353
H 1.49799 3.21005 2.35695 0.284
```

Values from the calculation:
M in g/mol: 521.20
Kohn-Sham gap in eV: 9.8
Highest occupied orbital energy in hartree: -0.3401
Net charge: -1
Total energy in eV: -56968.706

5.
Computed, not measured: the molecule C2F5NO4S at a distorted geometry, with ωB97M-V/def2-TZVPD.

```
13
Properties=species:S:1:pos:R:3:mulliken_charge:R:1
S 1.10729 -0.74489 -0.84238 1.242
F 0.71623 0.60154 1.89499 -0.212
F -1.04717 0.85527 -1.35259 -0.270
F 0.85987 2.15219 0.47225 -0.214
F 1.21003 0.00881 -2.24401 -0.213
F -0.95558 1.82874 1.47211 -0.253
O -0.84014 -1.68201 1.10832 -0.462
O -2.42918 -1.02046 -0.13228 -0.526
O 2.38020 -0.39986 -0.25492 -0.525
O 0.67193 -2.04912 -1.10691 -0.503
N -1.36669 -0.92258 0.33630 0.942
C -0.37532 0.17168 -0.22366 0.344
C 0.06853 1.20068 0.87279 0.651
```

Values from the calculation:
M in g/mol: 229.08
Kohn-Sham gap (spin up / spin down) in eV: 11.7 / 11.7
Highest occupied orbital energy (spin up / spin down) in hartree: -0.4744 / -0.4744
Total energy in eV: -36171.789

6.
Computed, not measured: a structure of composition C21H16FN5O2 at a distorted geometry, with ωB97M-V/def2-TZVPD.

```
45
Properties=species:S:1:pos:R:3:mulliken_charge:R:1
F -3.53916 -0.77476 2.67351 -0.332
O 3.44869 1.94995 1.44868 -0.194
O -1.83029 0.19030 -1.06711 -0.709
N 2.06009 1.90456 1.47358 -0.444
N -4.31171 -0.50934 -2.46775 0.036
N -6.32164 -0.03685 -1.78637 -0.781
N -2.88139 0.97225 0.69869 -0.154
N 2.90844 -0.12845 2.12245 -0.439
C 1.82468 0.76778 1.99465 0.311
C -5.64789 -0.65538 -2.70346 0.556
C 6.58380 0.86856 0.35195 0.441
C -0.55709 0.85168 1.38347 -0.003
C -3.49688 -1.19432 -3.31752 -0.054
C -2.90496 0.57877 -0.57167 0.727
C -4.06206 0.25177 -1.29506 0.413
C 3.83971 0.70477 1.90636 0.065
C -2.26461 -0.40831 2.49196 1.007
C 0.39980 0.29696 2.15693 0.016
C 6.44793 1.26296 1.78474 -0.911
C -3.93666 -1.94367 -4.41215 -0.601
C -5.38408 0.52690 -0.90002 -0.786
C -5.37878 -2.07482 -4.66196 -0.098
C -1.31281 -1.01153 3.32921 -0.920
C -0.02128 -0.59077 3.14711 -0.519
C -1.90761 0.51899 1.49846 -0.220
C -6.21738 -1.43671 -3.84034 -0.638
C 7.46396 1.32112 -0.59290 -0.810
C 5.58262 -0.27025 0.37734 -0.817
C 5.31385 0.18564 1.91829 0.267
H 8.17591 2.14266 -0.28824 0.225
H 7.42948 1.15620 -1.67537 0.284
H 4.67910 -0.15517 -0.26027 0.280
H -5.61425 0.99301 -0.00277 0.440
H 7.27702 1.15677 2.45941 0.324
H 5.98679 -1.26434 0.20801 0.305
H -7.29275 -1.54440 -3.96949 0.426
H -0.25297 1.50674 0.52655 0.371
H -3.82084 1.14923 1.00598 0.233
H -2.45916 -1.17715 -3.23700 0.396
H -5.83219 -2.78422 -5.45358 0.282
H -1.45570 -1.72665 4.16856 0.352
H -3.10755 -2.37891 -4.99203 0.332
H 6.09898 2.33147 1.92112 0.278
H 5.52766 -0.53061 2.70055 0.599
H 0.76316 -0.99244 3.74748 0.461
```

Values from the calculation:
M in g/mol: 389.39
Kohn-Sham gap in eV: 9.0
Highest occupied orbital energy in hartree: -0.3162
Total energy in eV: -36295.259